Computed, not measured: a 22-piece molecular cluster, C58H150N10O44 overall at a distorted geometry, with the ωB97M-V functional and the def2-TZVPD basis.

Properties
LUMO: -0.43 eV
E_HOMO: -8.49 eV
Orbital gap: 8.06 eV
2S+1: 1
Total charge: 0

Geometry (Å):
C -2.51 3.10 -6.05
N -2.72 3.13 -4.52
O -1.94 3.66 -3.77
O -3.82 2.82 -4.16
H -2.41 2.06 -6.36
H -1.60 3.68 -6.18
H -3.34 3.60 -6.55
C 1.16 6.02 -1.21
N 2.35 5.87 -2.04
O 2.90 4.75 -1.94
O 2.76 6.87 -2.67
H 1.40 5.62 -0.22
H 0.40 5.37 -1.64
H 0.73 7.02 -1.25
C 1.56 -2.04 8.28
N 1.27 -3.18 9.23
O 1.79 -4.25 9.03
O 0.61 -2.91 10.23
H 1.52 -2.49 7.29
H 2.60 -1.76 8.49
H 0.82 -1.25 8.41
C 2.45 5.20 3.79
N 3.35 6.22 3.15
O 4.39 6.45 3.76
O 3.04 6.62 2.03
H 3.02 4.58 4.48
H 1.99 4.48 3.10
H 1.72 5.77 4.35
C 3.28 -4.15 -1.80
N 3.49 -3.52 -0.41
O 3.28 -4.24 0.56
O 3.90 -2.42 -0.39
H 2.24 -4.12 -2.14
H 3.66 -5.15 -1.65
H 3.94 -3.54 -2.41
C -2.34 0.70 -2.18
N -2.97 -0.52 -2.82
O -3.16 -0.49 -4.02
O -3.25 -1.42 -2.02
H -3.17 1.32 -1.82
H -1.64 1.27 -2.79
H -1.85 0.30 -1.29
C -0.76 -4.09 -3.43
N 0.06 -2.84 -3.65
O -0.60 -1.84 -3.59
O 1.27 -2.86 -3.86
H -0.27 -4.91 -3.94
H -1.72 -3.98 -3.94
H -0.85 -4.26 -2.36
C 1.26 1.54 2.62
N 2.58 2.02 3.11
O 2.77 1.82 4.33
O 3.27 2.67 2.34
H 0.56 1.54 3.46
H 1.48 0.50 2.38
H 0.89 2.10 1.76
C -3.64 -0.51 1.29
N -2.88 0.40 2.19
O -3.54 0.75 3.17
O -1.76 0.78 1.85
H -2.92 -1.22 0.91
H -4.00 0.07 0.43
H -4.38 -1.05 1.87
C 4.61 -0.32 2.11
N 4.81 -1.38 3.21
O 5.92 -1.72 3.52
O 3.81 -2.03 3.54
H 5.21 -0.69 1.28
H 4.93 0.65 2.49
H 3.58 -0.32 1.76
C -1.97 -7.52 7.23
O -1.41 -6.52 6.39
C 0.02 -6.66 6.28
C 0.54 -5.60 5.30
O 1.87 -5.85 4.88
C 2.22 -5.13 3.75
H -2.88 -7.11 7.67
H -1.34 -7.92 8.02
H -2.22 -8.35 6.56
H 0.32 -7.64 5.92
H 0.39 -6.35 7.26
H 0.68 -4.70 5.90
H -0.18 -5.44 4.50
H 1.49 -5.37 2.97
H 3.18 -5.39 3.31
H 2.30 -4.07 3.98
C -3.35 -4.79 3.77
O -4.72 -4.75 3.42
C -5.01 -3.85 2.32
C -4.45 -4.19 0.99
O -2.99 -4.13 0.85
C -2.58 -4.84 -0.37
H -2.71 -5.25 3.00
H -3.22 -5.35 4.70
H -2.93 -3.80 3.93
H -4.68 -2.84 2.60
H -6.10 -3.89 2.31
H -4.89 -3.43 0.35
H -4.94 -5.10 0.63
H -1.49 -4.85 -0.29
H -2.92 -4.29 -1.25
H -3.02 -5.83 -0.37
C -2.86 6.42 -6.97
O -2.33 7.22 -5.89
C -2.18 6.51 -4.69
C -1.81 7.42 -3.48
O -0.42 7.64 -3.39
C 0.17 8.38 -4.50
H -3.68 5.77 -6.65
H -2.07 5.85 -7.45
H -3.13 6.98 -7.86
H -1.31 5.86 -4.87
H -3.04 5.90 -4.40
H -2.19 6.88 -2.62
H -2.32 8.37 -3.64
H 0.03 7.78 -5.40
H 1.22 8.61 -4.32
H -0.35 9.33 -4.60
C -4.22 -3.58 7.13
O -3.38 -2.50 6.64
C -1.98 -2.73 6.70
C -1.36 -1.78 5.73
O 0.04 -1.82 5.69
C 0.60 -0.78 4.78
H -5.14 -3.13 7.50
H -3.89 -4.18 7.99
H -4.61 -4.18 6.31
H -1.73 -3.77 6.48
H -1.76 -2.50 7.74
H -1.74 -0.80 6.03
H -1.83 -1.91 4.75
H 0.62 0.11 5.41
H -0.03 -0.52 3.93
H 1.63 -1.00 4.51
C -0.22 -2.56 1.69
O 0.52 -1.48 1.07
C 0.52 -1.42 -0.35
C 1.31 -0.29 -1.03
O 0.67 0.96 -0.99
C 1.23 2.10 -1.70
H -1.29 -2.33 1.64
H 0.00 -2.60 2.76
H 0.03 -3.49 1.18
H -0.51 -1.49 -0.68
H 0.96 -2.37 -0.66
H 1.36 -0.43 -2.11
H 2.35 -0.17 -0.72
H 0.98 2.17 -2.75
H 2.31 2.10 -1.56
H 0.89 3.04 -1.27
C 0.56 -6.64 0.47
O 0.64 -6.49 -0.94
C 0.48 -7.68 -1.69
C -1.03 -8.07 -1.91
O -1.84 -7.16 -2.65
C -3.17 -7.69 -2.95
H -0.39 -7.09 0.77
H 0.70 -5.68 0.97
H 1.34 -7.28 0.88
H 1.03 -8.52 -1.26
H 0.97 -7.47 -2.64
H -1.50 -8.06 -0.92
H -1.14 -9.10 -2.25
H -3.68 -7.94 -2.02
H -3.09 -8.63 -3.50
H -3.75 -7.04 -3.61
C 5.79 3.78 -0.44
O 7.17 3.95 -0.52
C 7.88 4.82 0.40
C 7.36 6.29 0.20
O 7.70 6.84 -1.06
C 7.00 6.44 -2.26
H 5.65 2.98 -1.17
H 5.20 4.66 -0.70
H 5.47 3.45 0.55
H 8.96 4.77 0.27
H 7.64 4.40 1.37
H 7.93 6.92 0.89
H 6.31 6.35 0.45
H 7.27 7.08 -3.10
H 5.94 6.69 -2.16
H 7.20 5.39 -2.48
C -1.17 3.97 0.99
O -1.52 5.36 1.17
C -0.89 5.98 2.29
C -1.35 5.45 3.68
O -0.69 4.24 3.99
C -1.47 3.31 4.74
H -1.54 3.29 1.75
H -0.15 3.69 0.71
H -1.63 3.66 0.06
H -0.97 7.07 2.20
H 0.18 5.83 2.21
H -2.43 5.31 3.63
H -1.07 6.16 4.46
H -0.84 2.59 5.25
H -2.01 2.57 4.15
H -2.13 3.73 5.51
C 5.06 3.71 -7.00
O 5.58 3.91 -5.68
C 4.50 3.74 -4.72
C 4.05 2.34 -4.43
O 5.09 1.60 -3.83
C 4.69 0.30 -3.45
H 4.87 4.70 -7.42
H 4.05 3.29 -6.98
H 5.70 3.13 -7.67
H 3.59 4.29 -4.93
H 4.89 4.24 -3.83
H 3.67 1.91 -5.35
H 3.17 2.41 -3.79
H 4.65 -0.50 -4.18
H 3.72 0.25 -2.95
H 5.46 -0.02 -2.75
C -2.85 -11.19 4.23
O -2.99 -10.33 3.11
C -2.11 -10.70 1.95
C -0.60 -10.63 2.15
O -0.17 -9.22 2.18
C -0.48 -8.64 3.42
H -2.05 -10.79 4.86
H -2.55 -12.22 4.03
H -3.76 -11.20 4.83
H -2.34 -10.00 1.14
H -2.43 -11.64 1.49
H -0.26 -11.07 1.21
H -0.23 -11.30 2.92
H -0.30 -9.22 4.32
H -1.53 -8.33 3.47
H 0.18 -7.77 3.46
C 1.91 5.59 -6.59
O 1.60 4.25 -6.31
C 1.03 3.65 -7.47
C 0.83 2.15 -7.48
O 0.18 1.84 -6.27
C 0.06 0.48 -5.92
H 2.78 5.63 -7.25
H 2.25 6.02 -5.65
H 1.05 6.16 -6.95
H 1.74 3.81 -8.28
H 0.10 4.18 -7.66
H 1.73 1.53 -7.51
H 0.13 1.84 -8.26
H -0.40 -0.12 -6.71
H -0.54 0.41 -5.02
H 1.04 0.03 -5.77
C -4.48 4.88 -0.80
O -4.87 5.76 -1.86
C -5.68 6.86 -1.51
C -5.92 7.75 -2.87
O -6.71 7.17 -3.94
C -6.14 6.03 -4.59
H -5.38 4.49 -0.31
H -3.94 5.44 -0.03
H -3.86 4.03 -1.06
H -5.16 7.42 -0.73
H -6.66 6.59 -1.12
H -4.92 8.07 -3.17
H -6.40 8.68 -2.57
H -5.16 6.22 -5.04
H -6.94 5.80 -5.29
H -6.12 5.24 -3.84

Atom charges from the Löwdin analysis, given in e for atoms 1 to 2: 0.077 -0.414